[1]
ORCA calculation (wB97M-V/def2-TZVPD) on a molecular structure, C22H50P2PbSi2 at a distorted geometry.

Geometry as XYZ:
```
77
Properties=species:S:1:pos:R:3:lowdin_charge:R:1
P 2.2935 -2.8124 -0.6426 0.89
P 2.4880 1.5742 -0.0046 0.91
C 2.0912 -1.0623 -1.3051 -0.45
C 3.0676 -0.0790 -0.6663 -0.42
H 1.0657 -0.7275 -1.0770 -0.02
H 2.2102 -1.0632 -2.3961 0.04
H 3.5310 -0.5563 0.2206 0.04
H 3.8722 0.1444 -1.3808 0.07
C 0.6832 1.9264 -0.1972 -0.29
H 0.1851 1.9294 0.7845 -0.03
H 0.1163 1.1769 -0.7590 -0.02
H 0.5399 2.9214 -0.6624 0.06
C 3.1585 2.8199 -1.1649 -0.32
H 2.5212 2.9563 -2.0392 0.02
H 4.1724 2.5360 -1.4691 0.03
H 3.2262 3.7669 -0.6034 0.03
C 0.7839 -3.6502 -1.3082 -0.34
H 0.7815 -4.7045 -1.0014 0.05
H 0.7799 -3.6129 -2.4026 -0.01
H -0.1497 -3.2187 -0.9306 -0.03
C 3.4470 -3.5364 -1.8694 -0.30
H 3.8986 -2.7976 -2.5417 0.04
H 2.9512 -4.3306 -2.4409 0.03
H 4.2191 -3.9787 -1.2317 0.02
Pb -1.3881 -1.2378 -2.0145 1.35
C -0.4212 0.5510 -3.3216 -0.30
C -1.8384 0.6126 -3.3668 -0.35
C -2.6752 -0.0856 -4.4122 -0.25
C -1.9725 -1.3220 -5.0451 -0.18
C -1.1581 -2.2203 -4.0973 -0.38
C 0.2318 -2.2865 -4.1828 -0.20
C 1.0764 -1.1553 -4.6527 -0.21
C 0.5005 0.2726 -4.4832 -0.19
C -1.0005 -1.1101 0.2721 -0.30
H 0.0440 1.2154 -2.5936 0.06
H -2.3598 1.3455 -2.7326 0.10
H -2.9370 0.6230 -5.2153 0.11
H -3.6203 -0.4173 -3.9465 0.10
H -2.7271 -2.0179 -5.4417 0.12
H -1.3835 -0.9554 -5.9008 0.11
H -1.7239 -3.0964 -3.6903 0.09
H 0.6963 -3.2789 -4.1846 0.10
H 1.3146 -1.2712 -5.7290 0.12
H 2.0581 -1.2125 -4.1491 0.08
H 1.3780 0.9326 -4.3534 0.11
H 0.0488 0.5790 -5.4415 0.11
H -1.1676 -0.0744 0.6308 -0.04
H 0.0227 -1.4603 0.5290 -0.02
H -1.7502 -1.7332 0.7969 -0.01
C 1.3567 1.5932 3.1089 -0.20
Si -0.3598 2.3927 3.2900 0.41
C -0.3043 2.9896 5.0866 -0.19
C -0.6058 3.9321 2.2201 -0.18
C -1.6369 1.1051 2.9336 -0.20
Si -2.1241 -0.0423 4.3146 0.43
C -3.1750 0.8244 5.6493 -0.19
C -3.0857 -1.5789 3.7515 -0.20
C -0.5191 -0.6927 5.1251 -0.19
H 2.1304 2.3308 3.3610 0.04
H 1.5931 1.2345 2.0956 -0.08
H 1.4898 0.7322 3.7767 0.02
H 0.3312 3.8861 5.1453 0.04
H -1.3019 3.2640 5.4494 0.02
H 0.1204 2.2527 5.7817 0.03
H -0.5842 3.7942 1.1343 0.00
H -1.5881 4.3667 2.4508 0.03
H 0.1469 4.7005 2.4469 0.04
H -2.3980 1.3010 2.1433 0.03
H -3.9758 1.3905 5.1472 0.03
H -3.6504 0.1033 6.3361 0.03
H -2.5755 1.5239 6.2537 0.01
H -2.3976 -2.3656 3.4015 0.02
H -3.6703 -1.9874 4.5950 0.03
H -3.7859 -1.3327 2.9400 0.02
H -0.0331 -1.4122 4.4416 0.04
H 0.2068 0.0963 5.3782 0.00
H -0.7858 -1.2201 6.0571 0.03
```

Properties
- Total energy: -63198.9340 eV
- Strongest force on any atom: 3.1 eV Å⁻¹
- Relative energy (zero: lowest compared OMol25 entry of this formula, charge and spin): 479.1 kJ/mol
- Charge: 0
- Orbital gap (alpha / beta): 4.9780 / 6.5308 eV

=====

[2]
ORCA calculation (wB97M-V/def2-TZVPD) on 4 unconnected molecules or ions with the total composition C5H16NO2 at a distorted geometry.

Geometry as XYZ:
```
24
Properties=species:S:1:pos:R:3:nbo_charge:R:1
C -1.2457 -1.0813 -1.4205 -0.61
O 2.6682 1.6942 -1.1155 -1.05
C -1.6251 -1.2057 0.0660 -0.13
C -0.4299 -0.9445 1.0801 -0.40
C -0.2197 0.4681 1.6474 -0.45
C 0.4480 1.5289 0.7579 -0.34
N -2.6194 -0.2695 0.4946 -0.43
H -1.2339 -0.0173 -1.6296 0.19
H -0.2949 -1.6104 -1.5039 0.26
H -1.8986 -1.6280 -2.1179 0.22
H -1.9140 -2.2612 0.1878 0.20
H -0.9362 -1.4292 1.9275 0.20
H 0.4855 -1.4408 0.7960 0.25
H -1.2112 0.7936 1.9347 0.25
H 0.3641 0.3209 2.5532 0.22
H 0.8580 1.0535 -0.2348 0.01
H -0.2289 2.3557 0.5370 0.22
H 1.3075 1.9672 1.2619 0.27
H 2.2111 0.7461 -1.0531 0.47
H -3.5560 -0.3925 0.1043 0.31
H 3.0264 1.8129 -1.9973 0.46
H 2.3547 -1.1350 -1.2585 0.47
H 0.4414 0.7938 -0.9996 0.53
O 1.7476 -0.5260 -0.8271 -1.11
```

Properties
- <S²>: 0.754
- Total energy: -11021.9302 eV
- Strongest force on any atom: 2.2 eV Å⁻¹
- Multiplicity: 2
- Relative energy (zero: lowest compared OMol25 entry of this formula, charge and spin): 539.1 kJ/mol
- Charge: 0
- Orbital gap (alpha / beta): 8.1306 / 8.1120 eV

=====

[3]
ORCA calculation (wB97M-V/def2-TZVPD) on 5 unconnected molecules or ions with the total composition C3H14O4 at a distorted geometry.

Geometry as XYZ:
```
21
Properties=species:S:1:pos:R:3:nbo_charge:R:1
C -1.0715 2.4851 -1.3383 -0.43
C -1.7363 1.4828 -0.7338 -0.15
C -2.1791 1.6253 0.7113 -0.68
H -1.2403 2.7155 -2.3802 0.20
H -0.2690 3.0275 -0.8418 0.18
H -2.0766 0.5851 -1.2485 0.20
H -2.9437 0.9588 1.1439 0.22
H -1.3457 1.5189 1.4118 0.24
H -2.6157 2.6141 0.8619 0.22
O 1.1162 1.7132 1.6919 -0.95
H 1.1594 2.2979 0.9317 0.47
H 1.6636 2.1369 2.3692 0.48
O 0.7751 -3.5710 1.7120 -0.96
H 0.6775 -2.6588 1.3937 0.48
H 1.7336 -3.7138 1.6608 0.47
O 1.9340 -1.2924 0.1290 -0.96
H 1.6071 -1.4717 -0.7642 0.48
H 1.6281 -0.3900 0.2818 0.49
O 0.0712 -1.4861 -2.4762 -0.93
H -0.2014 -2.2056 -1.8883 0.47
H 0.7281 -1.9730 -2.9915 0.47
```

Properties
- Total energy: -11526.4806 eV
- Strongest force on any atom: 1.3 eV Å⁻¹
- SMILES: C=CC.O.O.O.O
- Relative energy (zero: lowest compared OMol25 entry of this formula, charge and spin): 205.3 kJ/mol
- Charge: 0
- Orbital gap: 9.3050 eV

=====

[4]
ORCA calculation (wB97M-V/def2-TZVPD) on 2 unconnected molecules or ions with the total composition C3H6N3 at a distorted geometry.

Geometry as XYZ:
```
12
Properties=species:S:1:pos:R:3:nbo_charge:R:1
C -1.0871 -1.3664 -1.1955 0.23
C 0.6844 -0.2075 -1.2241 0.20
C 0.7809 1.4452 1.6398 -0.01
N 0.0140 -1.1279 -1.8937 -0.43
N -1.0084 -0.7131 -0.0261 -0.35
N 0.1593 -0.0184 -0.0546 -0.25
H -1.9357 -2.0444 -1.5019 0.26
H 1.6278 0.3490 -1.4837 0.24
H 1.4610 0.6206 1.8219 0.23
H 1.2327 2.1466 1.0658 0.20
H -0.1489 1.5697 2.2517 0.24
H -1.7801 -0.6536 0.6004 0.44
```

Properties
- Total energy: -7668.0983 eV
- Strongest force on any atom: 4.9 eV Å⁻¹
- Relative energy (zero: lowest compared OMol25 entry of this formula, charge and spin): 316.3 kJ/mol
- Charge: +1
- Orbital gap: 8.4524 eV

=====

> Which of these has the highest relative energy (zero: lowest compared OMol25 entry of this formula, charge and spin)?

C5H16NO2